one | C2H2Cl2 | the ωB97M-V functional and the def2-TZVPD basis

SMILES: C=C(Cl)Cl
total charge: 0

Atoms and positions in Å:
1 C -0.433 -0.599 -0.173
2 C 0.357 0.396 0.122
3 Cl 1.890 0.256 0.990
4 Cl -0.077 1.999 -0.470
5 H -1.493 -0.340 -0.481
6 H -0.244 -1.712 0.012


two | C2H2Cl2 | the ωB97M-V functional and the def2-TZVPD basis

SMILES: C#CCl.Cl
total charge: 0

Atoms and positions in Å:
1 C 1.892 -0.647 0.149
2 C 1.564 0.507 0.198
3 Cl 0.968 1.973 0.649
4 H 2.011 -1.548 -0.423
5 Cl -3.279 0.135 0.347
6 H -3.156 -0.421 -0.920


Most stable: one. Least stable: two.


one | C11H16NO | the ωB97M-V functional and the def2-TZVPD basis

SMILES: C[C@H](O)C(c1ccccc1)=[N+](C)C
total charge: +1

Atoms and positions in Å:
1 C -2.723 -0.420 -1.498
2 C -1.305 -0.886 -0.838
3 O -1.634 -2.042 -0.078
4 C -0.364 -0.093 0.232
5 C 1.029 0.172 -0.246
6 C 1.880 -0.789 -0.730
7 C 3.132 -0.504 -1.239
8 C 3.516 0.824 -1.536
9 C 2.628 1.845 -1.155
10 C 1.410 1.522 -0.467
11 N -0.815 0.097 1.428
12 C 0.101 0.519 2.546
13 C -2.197 -0.059 1.875
14 H -2.594 -0.561 -2.571
15 H -3.517 -0.949 -0.993
16 H -2.791 0.707 -1.459
17 H -0.596 -1.016 -1.713
18 H -1.771 -2.772 -0.772
19 H 1.771 -1.934 -0.382
20 H 3.601 -1.301 -1.700
21 H 4.637 0.961 -1.688
22 H 3.019 2.807 -1.189
23 H 0.654 2.267 -0.381
24 H 1.091 0.034 2.762
25 H 0.050 1.629 2.461
26 H -0.575 0.149 3.398
27 H -2.793 -0.082 0.958
28 H -2.268 -0.910 2.419
29 H -2.575 0.786 2.557


two | C11H16NO | the ωB97M-V functional and the def2-TZVPD basis

SMILES: CO[C@]1(C)CCc2ccc(C)c[n+]21
total charge: +1

Atoms and positions in Å:
1 C -3.070 0.777 0.630
2 O -1.906 0.189 0.069
3 C -0.680 0.786 0.384
4 C -0.378 0.832 1.885
5 C -0.431 2.142 -0.312
6 C 1.020 2.074 -0.807
7 C 1.281 0.612 -0.901
8 C 2.310 -0.070 -1.526
9 C 2.317 -1.454 -1.486
10 C 1.299 -2.155 -0.828
11 C 1.289 -3.642 -0.783
12 C 0.305 -1.411 -0.213
13 N 0.331 -0.080 -0.262
14 H -3.903 0.282 0.137
15 H -3.115 1.849 0.429
16 H -3.130 0.599 1.706
17 H -0.541 -0.145 2.335
18 H -1.027 1.553 2.373
19 H 0.654 1.131 2.049
20 H -0.600 2.980 0.359
21 H -1.114 2.228 -1.159
22 H 1.710 2.530 -0.092
23 H 1.164 2.575 -1.763
24 H 3.082 0.478 -2.042
25 H 3.107 -2.002 -1.976
26 H 2.068 -3.998 -0.109
27 H 0.333 -4.022 -0.434
28 H 1.498 -4.056 -1.767
29 H -0.530 -1.862 0.301


Most stable: two. Least stable: one.


one | C5H13NS2 | the ωB97M-V functional and the def2-TZVPD basis

SMILES: C=CNC.CCSS
total charge: 0

Atoms and positions in Å:
1 C -0.014 2.998 0.515
2 C 0.901 2.149 0.989
3 N 0.643 1.088 1.868
4 C 1.506 1.081 3.056
5 H -1.044 2.937 0.845
6 H 0.261 3.722 -0.237
7 H 1.954 2.280 0.768
8 H -0.338 1.089 2.116
9 H 1.529 0.080 3.480
10 H 2.515 1.330 2.737
11 H 1.181 1.803 3.804
12 C 1.953 -1.803 -1.297
13 C 0.749 -1.043 -0.743
14 S -0.743 -1.641 -1.595
15 S -2.178 -0.387 -0.698
16 H 2.244 -1.436 -2.280
17 H 1.746 -2.870 -1.403
18 H 2.789 -1.735 -0.602
19 H 0.831 0.030 -0.869
20 H 0.654 -1.293 0.311
21 H -2.585 -1.274 0.235


two | C5H13NS2 | the ωB97M-V functional and the def2-TZVPD basis

SMILES: CCNCCCSS
total charge: 0

Atoms and positions in Å:
1 C -1.302 -2.939 3.296
2 C -0.556 -1.941 2.406
3 N -1.286 -1.795 1.134
4 C -0.591 -1.067 0.090
5 C -1.151 0.351 -0.022
6 C -0.832 1.080 -1.316
7 S 0.858 0.952 -1.978
8 S 2.005 1.950 -0.624
9 H -1.049 -3.953 2.999
10 H -2.363 -2.772 3.138
11 H -1.035 -2.744 4.333
12 H 0.475 -2.250 2.208
13 H -0.582 -0.956 2.878
14 H -1.540 -2.725 0.828
15 H 0.496 -1.048 0.218
16 H -0.667 -1.579 -0.875
17 H -0.880 0.995 0.812
18 H -2.229 0.175 -0.027
19 H -1.135 2.121 -1.292
20 H -1.386 0.655 -2.164
21 H 2.148 3.223 -1.050


Most stable: two. Least stable: one.


one | H31O15 | the ωB97M-V functional and the def2-TZVPD basis

total charge: +1

Atoms and positions in Å:
1 O -1.015 1.756 1.901
2 H -3.500 -1.330 -2.898
3 H -0.729 2.382 2.767
4 O 3.452 -0.556 -0.265
5 H -1.514 0.280 -0.343
6 H 3.925 -0.635 -1.081
7 O -0.598 -0.173 -4.029
8 H 0.951 -0.337 -0.795
9 H 0.692 -1.211 4.530
10 O 1.005 -2.670 -0.240
11 H 4.211 2.843 0.302
12 H 0.076 -2.947 -0.671
13 O -2.924 -1.023 -2.079
14 H 0.990 -1.776 0.399
15 H -2.842 -0.125 -2.226
16 O 1.759 -0.823 1.697
17 H -1.106 0.096 -4.869
18 H 0.128 0.429 -3.870
19 O 0.751 -0.830 -1.689
20 H 1.599 -0.747 2.602
21 H -0.138 2.489 -1.471
22 O -2.467 -2.999 1.014
23 H 3.973 0.193 0.287
24 H 0.448 3.692 -1.867
25 O 3.385 2.547 0.701
26 H -3.077 -3.108 1.713
27 H 0.250 3.281 1.174
28 O -0.755 -3.163 -1.891
29 H -3.075 -2.423 0.379
30 O -0.972 -0.138 0.332
31 H -1.849 -0.355 0.838
32 H -1.278 -2.446 -2.013
33 O 0.528 2.772 -2.019
34 H 2.577 3.102 0.416
35 H 2.158 -0.033 1.373
36 O 0.910 3.686 0.610
37 H 1.631 -0.858 -1.941
38 H 0.546 4.651 0.617
39 O 0.521 -0.112 4.402
40 H -0.352 1.287 1.451
41 H -3.633 0.015 1.365
42 O -3.031 -0.144 2.111
43 H -2.606 0.703 2.084
44 H 1.427 -2.263 -1.003
45 H -0.140 -3.047 -2.730
46 H -0.294 0.066 4.926


two | H31O15 | the ωB97M-V functional and the def2-TZVPD basis

total charge: +1

Atoms and positions in Å:
1 O 0.561 1.586 1.871
2 H -2.063 0.697 -2.307
3 H 0.556 0.324 0.933
4 O 0.980 0.041 -0.060
5 H 3.087 3.574 1.345
6 H 0.590 -1.834 -1.194
7 O -2.526 -2.639 -0.735
8 H -0.704 3.723 0.644
9 H 4.124 0.928 0.308
10 O -0.192 -4.465 -0.148
11 H -0.492 -3.740 3.001
12 H -1.987 -0.541 3.346
13 O -1.553 0.305 -3.061
14 H -0.690 -4.121 -0.924
15 H 2.083 3.332 0.050
16 O -3.352 1.011 -0.732
17 H -2.897 -2.221 -0.004
18 H -2.934 -2.143 -1.393
19 O -0.903 3.934 1.493
20 H -4.126 1.447 -1.157
21 H -0.860 -2.009 -2.398
22 O 1.115 -2.302 -0.065
23 H -1.900 4.220 1.370
24 H -0.390 -0.576 -2.047
25 O -0.104 -2.925 2.591
26 H -1.367 1.232 -3.353
27 H -0.300 3.724 -2.914
28 O -2.376 0.210 3.394
29 H 0.905 -1.399 0.295
30 O 2.336 3.074 0.967
31 H 1.910 0.094 -0.025
32 H -2.779 0.238 4.276
33 O 0.020 -1.502 -2.265
34 H -0.432 -2.064 3.089
35 H -3.066 1.493 0.077
36 O -0.055 3.628 -2.110
37 H 0.865 2.191 1.114
38 H 0.434 4.449 -1.726
39 O 3.813 0.403 -0.527
40 H -0.296 2.021 2.130
41 H 3.445 -1.335 -0.900
42 O 3.298 -2.183 -1.268
43 H 3.863 -2.704 -0.684
44 H -0.940 -4.677 0.512
45 H 0.821 -3.044 0.363
46 H 4.476 0.548 -1.172


Most stable: one. Least stable: two.